Entry 1:
C4H5LiORb | ωB97M-V with the def2-TZVPD basis set

XYZ file:
```
12
Properties=species:S:1:pos:R:3
O 1.7008 0.6766 0.1952
C 0.5408 0.5008 -0.0804
C -0.6003 0.8461 -0.7711
Rb 4.8919 -0.8715 -0.0503
Li 2.3332 2.0086 1.4200
H -0.4301 0.7555 -1.8412
H -1.2194 1.6911 -0.4839
C -0.9651 -0.2958 0.4209
C -1.5693 -1.4314 0.0140
H -2.0999 -2.0629 0.7152
H -1.0546 -0.0485 1.4755
H -1.5278 -1.7686 -1.0137
```

HOMO energy (alpha / beta): -0.293 / -0.270 Eh
energy relative to the best compared isomer or geometry (same formula, charge and spin): 74.1 kcal/mol
total charge: +1
2S+1: 1
orbital gap (alpha / beta): 3.535 / 3.125 eV
lowest unoccupied orbital energy (alpha / beta): -4.43 / -4.21 eV
total energy: -261.83878 Eh

Atom charges from the natural (NBO) analysis, given in e for atoms 1 to 2:
1 O -0.8591
2 C 0.4192

Entry 2:
C4H5N | ωB97M-V with the def2-TZVPD basis set

XYZ file:
```
10
Properties=species:S:1:pos:R:3
C -0.2133 0.1753 -0.6995
C 0.1521 1.4219 -0.9341
C 0.3041 -0.9056 1.5273
N -1.0620 -1.1605 -0.5691
C 0.0247 -0.8949 0.2245
H -0.7360 -0.5696 -1.6668
H -0.2279 1.9781 -1.7799
H 0.8241 1.9230 -0.2480
H 1.2363 -0.5148 1.9090
H -0.3022 -1.4528 2.2367
```

HOMO energy: -0.316 Eh
energy relative to the best compared isomer or geometry (same formula, charge and spin): 139.5 kcal/mol
2S+1: 1
orbital gap: 8.903 eV
lowest unoccupied orbital energy: 0.30 eV
total energy: -209.94148 Eh

Atom charges from the natural (NBO) analysis, given in e for atoms 1 to 2:
1 C -0.0302
2 C -0.4312

Entry 3:
C4H5N2 | ωB97M-V with the def2-TZVPD basis set

XYZ file:
```
11
Properties=species:S:1:pos:R:3
C 0.1772 -0.3707 1.6354
C 0.9433 0.4662 1.0268
C -0.4610 -0.8250 0.4190
C -1.5333 -0.7470 -1.7875
N -0.9773 -0.7273 -0.6481
N 1.6124 1.3829 0.4634
H -0.0425 -0.9737 2.5270
H -0.8708 -1.1314 -2.5383
H -2.6646 -0.7670 -1.5694
H 1.4837 2.4469 0.8203
H 2.3330 1.2461 -0.3487
```

HOMO energy (alpha / beta): -0.459 / -0.459 Eh
energy relative to the best compared isomer or geometry (same formula, charge and spin): 90.0 kcal/mol
total charge: +1
2S+1: 1
orbital gap (alpha / beta): 7.637 / 7.644 eV
lowest unoccupied orbital energy (alpha / beta): -4.86 / -4.85 eV
total energy: -264.47191 Eh

Atom charges from the natural (NBO) analysis, given in e for atoms 1 to 2:
1 C -0.2815
2 C 0.4302

Entry 4:
C4H5N2O | ωB97M-V with the def2-TZVPD basis set

XYZ file:
```
12
Properties=species:S:1:pos:R:3
C 1.9951 -0.5355 -0.1214
C 1.8419 0.7338 0.1374
C -0.1557 -1.0742 -0.0501
C -2.1079 0.0877 0.0434
N 1.0653 -1.5046 -0.1454
N 1.8165 1.8890 0.2087
O -0.6848 -0.0357 0.3992
H -2.4779 1.1137 -0.0890
H -2.4764 -0.4106 0.9625
H -2.4648 -0.4857 -0.8682
H 1.3574 -2.5041 -0.4015
H 2.2912 2.7263 -0.0757
```

HOMO energy (alpha / beta): -0.485 / -0.500 Eh
energy relative to the best compared isomer or geometry (same formula, charge and spin): 129.4 kcal/mol
total charge: +1
2S+1: 1
orbital gap (alpha / beta): 6.743 / 7.655 eV
lowest unoccupied orbital energy (alpha / beta): -6.46 / -5.94 eV
total energy: -339.66074 Eh

Atom charges from the natural (NBO) analysis, given in e for atoms 1 to 2:
1 C 0.0097
2 C 0.3596

Entry 5:
C4H5N2O | ωB97M-V with the def2-TZVPD basis set

XYZ file:
```
12
Properties=species:S:1:pos:R:3
C 0.5398 -0.6499 -0.0467
C -1.4282 0.1251 -0.1093
C -1.4069 -1.3965 -0.0941
C 1.0962 1.2413 -0.0588
N -0.1097 0.4825 -0.3192
N 1.7343 -0.0858 0.1465
O -2.3621 0.7947 0.0002
H -1.6862 -2.1802 -0.7470
H -1.4981 -1.8030 0.8528
H 1.6164 1.8951 -0.7122
H 0.8829 1.9366 0.7850
H 2.6218 -0.3599 0.3027
```

HOMO energy: -0.576 Eh
energy relative to the best compared isomer or geometry (same formula, charge and spin): 88.3 kcal/mol
total charge: +1
2S+1: 1
orbital gap: 9.837 eV
lowest unoccupied orbital energy: -5.85 eV
total energy: -339.72619 Eh

Atom charges from the natural (NBO) analysis, given in e for atoms 1 to 2:
1 C 0.4859
2 C 0.6460

Entry 6:
C4H5N2OP | ωB97M-V with the def2-TZVPD basis set

XYZ file:
```
13
Properties=species:S:1:pos:R:3
C -0.7438 -0.2389 0.1982
C 0.3792 -0.1890 -0.8773
P 2.1842 0.0576 -0.5105
O 3.0193 -0.0041 -1.7238
C 2.6314 -1.1492 0.6831
N 3.1330 -2.0171 1.2276
C 2.6262 1.3432 0.7442
N 3.1646 2.1643 1.3429
H -1.5990 -0.1019 -0.3372
H -0.8570 -1.0182 0.8704
H -0.7215 0.6146 0.8441
H 0.0977 0.6409 -1.5081
H 0.4730 -1.0161 -1.5639
```

HOMO energy: -0.434 Eh
energy relative to the best compared isomer or geometry (same formula, charge and spin): 9.4 kcal/mol
2S+1: 1
orbital gap: 11.539 eV
lowest unoccupied orbital energy: -0.27 eV
total energy: -681.48937 Eh

Atom charges from the natural (NBO) analysis, given in e for atoms 1 to 2:
1 C -0.6035
2 C -0.7207

> Look up the total energy of the first one.

-261.83878 Eh

> What is the energy relative to the best compared isomer or geometry (same formula, charge and spin) in the first record?

74.1 kcal/mol

Repeat the second record exactly.
C4H5N | ωB97M-V with the def2-TZVPD basis set

XYZ file:
```
10
Properties=species:S:1:pos:R:3
C -0.2133 0.1753 -0.6995
C 0.1521 1.4219 -0.9341
C 0.3041 -0.9056 1.5273
N -1.0620 -1.1605 -0.5691
C 0.0247 -0.8949 0.2245
H -0.7360 -0.5696 -1.6668
H -0.2279 1.9781 -1.7799
H 0.8241 1.9230 -0.2480
H 1.2363 -0.5148 1.9090
H -0.3022 -1.4528 2.2367
```

HOMO energy: -0.316 Eh
energy relative to the best compared isomer or geometry (same formula, charge and spin): 139.5 kcal/mol
2S+1: 1
orbital gap: 8.903 eV
lowest unoccupied orbital energy: 0.30 eV
total energy: -209.94148 Eh

Atom charges from the natural (NBO) analysis, given in e for atoms 1 to 2:
1 C -0.0302
2 C -0.4312